Entry 1:
Here is one molecule with the formula C2H3Cl2N at a distorted geometry from the Open Molecules 2025 dataset. Energies are from the ωB97M-V functional and the def2-TZVPD basis.

```
8
Properties=species:S:1:pos:R:3:mulliken_charge:R:1
Cl 1.9152 -1.2468 -0.1267 -0.1859
Cl 1.4696 1.6199 -0.0905 -0.1934
N -0.2902 -0.1784 1.0058 -0.5356
C 0.6804 0.0054 0.0285 0.7764
C -0.6659 -0.2156 -0.4706 -0.5941
H -0.7624 0.6217 1.3794 0.2620
H -1.0289 -1.1707 -0.6825 0.2688
H -1.3178 0.5646 -1.0434 0.2018
```

Computed properties:
- lowest unoccupied orbital energy (hartree) = 0.03138
- energy above the lowest of the compared OMol25 structures with the same formula, charge and spin (kcal per mole) = 21.53
- multiplicity = 1
- total charge = 0
- molecular weight (g/mol) = 111.96
- orbital gap (eV) = 11.33
- energy (Eh) = -1053.08868



Entry 2:
Here is Cl4O2P2S as an isolated structure at a distorted geometry from the Open Molecules 2025 dataset. Energies are from the ωB97M-V functional and the def2-TZVPD basis.

```
9
Properties=species:S:1:pos:R:3:mulliken_charge:R:1
Cl -3.0217 -0.5335 -1.1868 -0.1356
Cl 3.3049 0.8084 -0.2940 -0.2093
Cl 1.6571 -1.8153 0.2558 -0.1431
Cl -1.9412 1.5333 0.9558 -0.0616
S 0.4628 0.4837 -1.7808 -0.2506
P -1.5291 -0.1427 0.0423 0.7619
P 1.4492 0.1433 -0.0085 0.9619
O -1.1843 -1.2697 0.8813 -0.4065
O 0.8025 0.7925 1.1350 -0.5172
```

Computed properties:
- lowest unoccupied orbital energy (hartree) = -0.08993
- energy above the lowest of the compared OMol25 structures with the same formula, charge and spin (kcal per mole) = 46.60
- multiplicity = 1
- total charge = 0
- molecular weight (g/mol) = 267.83
- orbital gap (eV) = 7.82
- energy (Eh) = -3072.28032



Entry 3:
Here is C11H22N6O4 as an isolated structure at a distorted geometry from the Open Molecules 2025 dataset. Energies are from the ωB97M-V functional and the def2-TZVPD basis.

```
43
Properties=species:S:1:pos:R:3:mulliken_charge:R:1
O 4.4835 -1.5517 1.2397 -0.6570
O 3.9332 -2.9109 -0.4683 -0.5168
O 0.9651 1.8390 -1.4745 -0.5893
O 1.1748 1.4699 2.3603 -0.6699
N -4.4933 -0.0940 -1.0598 -0.1569
N -5.6692 -0.0588 0.9211 -0.4869
N 2.3866 0.3200 0.7404 0.0292
N -0.1351 -1.5157 0.8156 -0.6233
N -6.5996 -1.2640 -1.0520 -0.6894
N 2.6466 2.7847 -0.3170 -0.3291
C -2.4854 1.0878 -0.0420 -0.5021
C -1.5059 0.7521 1.2513 -0.6906
C -3.3679 -0.2105 -0.2256 -1.0128
C -5.6520 -0.5913 -0.4257 0.3329
C 1.1207 0.5904 1.4548 0.0919
C 2.4180 -0.9410 -0.0536 -0.2186
C 2.1546 1.7899 -1.2037 0.4617
C 3.2094 0.7303 -1.7242 -1.1704
C 2.5087 -0.5633 -1.7217 -0.5778
C -0.1719 0.0461 0.7779 0.2760
C 3.6880 -1.7131 0.1599 0.6308
H 0.1601 0.4936 -0.3565 -0.2938
H 3.7954 2.7848 -0.4033 0.2584
H 3.5266 1.0425 -2.7633 0.3520
H -3.9185 -0.6350 0.7132 0.6743
H -7.4363 -1.5940 -0.4855 0.2338
H 3.1091 -2.9025 -1.4711 0.4973
H -1.1248 -1.7784 0.5099 0.3025
H -4.3848 -0.3031 -2.1217 0.3194
H 3.3340 0.3270 1.3203 0.3386
H 1.4868 -1.6162 0.1679 0.4260
H -2.0623 0.2774 2.1218 0.3352
H 1.5459 -0.3454 -2.3959 0.1531
H -6.4917 0.1739 1.7420 0.2853
H 2.1508 3.4313 0.2841 0.2139
H -3.0365 2.0635 0.0770 0.3577
H -1.1782 1.7790 1.7641 0.3532
H -1.8196 1.4234 -0.9532 0.2554
H -4.9158 0.4935 1.3100 0.2152
H 4.0659 0.7369 -1.1322 0.5512
H -2.6403 -0.8662 -0.8009 0.1848
H -0.1613 -1.4867 1.9605 0.4158
H 3.0928 -1.3394 -2.1679 0.6394
```

Computed properties:
- lowest unoccupied orbital energy (hartree) = -0.00586
- energy above the lowest of the compared OMol25 structures with the same formula, charge and spin (kcal per mole) = 233.11
- multiplicity = 1
- total charge = 0
- molecular weight (g/mol) = 302.34
- orbital gap (eV) = 8.67
- energy (Eh) = -1061.57882



lowest unoccupied orbital energy of number 3 (C11H22N6O4)? -0.00586 hartree



What is the energy above the lowest of the compared OMol25 structures with the same formula, charge and spin in the second record? 46.60 kcal per mole



What is the formula in the third record? C11H22N6O4